58
Properties=species:S:1:pos:R:3 method="wB97M-V/def2-TZVPD" lumo_energy_ev=-4.493 charge=+1 e_tot_ha=-1633.1544 gap_ev=7.17 e_homo_ev=-11.67
C 0.39 2.96 -0.71
C -0.46 3.50 0.19
C -1.39 2.74 1.09
C -1.10 1.23 1.29
C -1.20 0.34 0.01
C -2.17 0.82 -1.06
C -2.17 -0.16 -2.25
C -0.82 -0.22 -2.96
N -0.92 -0.72 -4.34
C 0.03 -1.77 -4.60
C 1.50 -1.40 -4.76
O -0.30 -2.92 -4.68
C -2.37 0.79 2.10
O -3.51 0.90 1.74
O -2.04 0.25 3.29
C -0.70 -0.32 3.17
C -0.95 -1.74 2.63
C 0.04 -2.45 1.70
C 1.32 -2.95 2.39
O 2.47 -2.89 1.56
C -0.06 0.83 2.38
C 1.42 0.88 2.04
F 1.81 0.09 0.97
F 1.68 2.16 1.64
C 2.41 0.63 3.24
F 2.99 -0.56 3.14
F 3.37 1.55 3.24
F 1.76 0.72 4.40
H 1.15 2.25 -0.44
H 0.39 3.29 -1.75
H -0.51 4.59 0.28
H -2.39 2.83 0.66
H -1.44 3.23 2.07
H -0.18 0.20 -0.37
H -1.55 -0.65 0.30
H -1.94 1.81 -1.45
H -3.18 0.82 -0.65
H -2.41 -1.16 -1.87
H -2.91 0.16 -2.98
H -0.33 0.76 -2.92
H -0.17 -0.93 -2.40
H -0.69 0.04 -4.98
H 1.88 -1.82 -5.69
H 2.09 -1.85 -3.96
H 1.68 -0.32 -4.81
H -0.38 -0.37 4.21
H -1.94 -1.79 2.17
H -1.03 -2.39 3.51
H -0.48 -3.36 1.37
H 0.27 -1.91 0.78
H 1.50 -2.43 3.34
H 1.18 -4.00 2.64
H 2.17 -2.74 0.66
H -0.14 1.67 3.08
O 1.98 0.62 -1.90
H 1.33 -0.06 -2.20
H 2.69 0.78 -2.56
H 2.34 0.43 -1.00